Record 1
Below is 4 unconnected molecules or ions with the total composition C4H16N8O4 at a distorted geometry, with properties calculated with ωB97M-V/def2-TZVPD.

Structure (ORCA input):
```
! RIJCOSX wB97M-V def2-TZVPD def2/J DEFGRID3
* xyz 0 1
C 9.96 -38.35 13.03
O 10.25 -39.18 13.88
N 8.67 -38.07 12.69
N 10.90 -37.61 12.36
H 8.48 -37.28 12.09
H 7.93 -38.61 13.08
H 10.56 -36.86 11.78
H 11.85 -37.70 12.68
C 9.58 -31.54 6.26
O 10.34 -32.01 7.09
N 8.64 -30.59 6.54
N 9.61 -31.96 4.95
H 8.16 -30.14 5.78
H 8.37 -30.38 7.48
H 10.37 -32.58 4.72
H 9.04 -31.53 4.24
C 12.94 -34.82 12.93
O 13.45 -35.60 12.14
N 12.24 -33.72 12.52
N 12.97 -35.04 14.29
H 12.46 -33.43 11.59
H 11.59 -33.23 13.11
H 12.28 -34.62 14.88
H 13.31 -35.97 14.50
C 10.13 -35.12 9.83
O 9.42 -35.82 10.56
N 9.63 -34.13 9.06
N 11.47 -35.39 9.70
H 8.64 -34.01 9.04
H 10.23 -33.62 8.42
H 12.14 -34.69 9.46
H 11.76 -36.15 10.29
*
```

Properties
relative energy (zero: lowest compared OMol25 entry of this formula, charge and spin)	0.1881	eV
electronic energy	-901.1951	a.u.
HOMO level	-0.329	Ha

Record 2
Below is a molecular structure, C43H50N2OS2Ta at a distorted geometry, with properties calculated with ωB97M-V/def2-TZVPD.

Structure (ORCA input):
```
! RIJCOSX wB97M-V def2-TZVPD def2/J DEFGRID3
* xyz 1 1
Ta 0.23 -0.38 0.03
C -0.56 1.65 -0.91
C -1.22 1.57 0.34
C -2.17 0.47 0.22
C -1.90 -0.15 -1.04
C -0.95 0.62 -1.77
C -0.88 0.70 -3.26
C -1.49 -0.52 -3.97
C -1.75 1.97 -3.36
C 0.50 0.90 -3.91
C -3.57 0.21 0.85
C -3.67 0.53 2.34
C -4.58 1.03 -0.02
C -3.99 -1.24 0.64
C -1.19 2.82 1.22
C -1.00 2.71 2.75
C -2.54 3.45 0.87
C -0.09 3.76 0.70
H 0.15 2.41 -1.16
H -2.42 -1.03 -1.41
H -2.52 -0.73 -3.65
H -0.93 -1.42 -3.73
H -1.49 -0.37 -5.05
H -2.67 1.84 -2.79
H -2.04 2.20 -4.38
H -1.23 2.83 -2.90
H 1.07 -0.02 -3.89
H 1.08 1.69 -3.43
H 0.35 1.16 -4.97
H -3.41 1.57 2.58
H -3.05 -0.13 2.93
H -4.70 0.40 2.66
H -4.40 2.11 -0.07
H -5.58 0.87 0.38
H -4.53 0.63 -1.05
H -3.22 -1.94 0.93
H -4.29 -1.43 -0.39
H -4.83 -1.44 1.27
H -1.29 1.73 3.13
H -1.61 3.46 3.22
H 0.03 2.89 3.07
H -3.38 3.00 1.40
H -2.74 3.35 -0.19
H -2.50 4.51 1.10
H 0.90 3.33 0.79
H -0.08 4.66 1.32
H -0.23 4.09 -0.33
S 1.32 0.99 1.70
C 2.61 0.01 2.46
C 3.40 0.57 3.48
C 4.32 -0.18 4.18
C 4.50 -1.52 3.85
C 3.77 -2.06 2.82
C 2.82 -1.31 2.11
S 1.98 -2.12 0.76
H 3.19 1.57 3.80
H 4.91 0.24 4.99
H 5.21 -2.14 4.40
H 3.90 -3.10 2.57
C -2.14 -1.61 5.40
C -2.80 -2.45 4.49
C -2.37 -2.53 3.18
C -1.30 -1.75 2.77
C -0.66 -0.91 3.67
C -1.08 -0.86 4.98
N -0.85 -1.84 1.36
N -1.12 -2.97 0.87
C -0.68 -3.22 -0.42
C -0.95 -4.48 -0.93
C -0.44 -4.86 -2.14
C 0.39 -3.96 -2.81
C 0.61 -2.68 -2.33
C 0.05 -2.25 -1.11
H -2.48 -1.56 6.43
H -3.61 -3.04 4.81
H -2.92 -3.22 2.51
H 0.17 -0.29 3.33
H -0.57 -0.19 5.66
H -1.60 -5.13 -0.36
H -0.69 -5.85 -2.54
H 0.86 -4.25 -3.77
H 1.23 -1.98 -2.88
C 2.69 2.11 -1.09
C 2.69 0.76 -1.65
O 1.77 -0.05 -1.40
C 3.79 0.39 -2.52
C 4.04 -0.92 -2.93
C 5.17 -1.22 -3.67
C 6.08 -0.23 -4.01
C 5.81 1.09 -3.66
C 4.68 1.39 -2.94
H 2.19 2.11 -0.11
H 2.08 2.76 -1.74
H 3.65 2.56 -0.97
H 3.40 -1.72 -2.60
H 5.33 -2.24 -3.98
H 7.00 -0.51 -4.51
H 6.50 1.87 -3.95
H 4.53 2.43 -2.67
*
```

Properties
relative energy (zero: lowest compared OMol25 entry of this formula, charge and spin)	0.0000	eV
electronic energy	-2706.5133	a.u.
HOMO level (spin up / spin down)	-0.368 / -0.368	Ha

Record 3
Below is a molecular structure, CH2AsCl2F6NiO8P2Y at a distorted geometry, with properties calculated with ωB97M-V/def2-TZVPD.

Structure (ORCA input):
```
! RIJCOSX wB97M-V def2-TZVPD def2/J DEFGRID3
* xyz -1 4
Y -0.05 6.86 -11.57
Ni -1.03 4.93 -9.59
P -2.23 5.40 -12.30
O -1.00 4.84 -11.59
O -2.51 3.94 -12.57
O -1.11 5.82 -13.21
O -2.00 6.06 -10.91
P 1.60 6.22 -9.38
O 2.36 5.06 -8.80
O 0.07 6.47 -9.37
O 0.91 5.19 -10.27
O 2.12 6.41 -10.83
As 0.03 1.50 -10.21
F 1.70 2.34 -10.23
F -0.22 2.38 -11.79
F -1.58 0.71 -10.38
F 0.36 0.81 -8.56
F -0.70 3.01 -9.43
F 0.84 0.13 -11.08
C -4.37 4.26 -7.90
Cl -4.34 3.89 -6.15
Cl -2.92 5.23 -8.13
H -4.22 3.34 -8.46
H -5.28 4.84 -8.10
*
```

Properties
electronic energy	-6625.7351	a.u.
<S²>	4.0893
HOMO level (spin up / spin down)	-0.185 / -0.166	Ha

Record 4
Below is 2 unconnected molecules or ions with the total composition C4H12NS at a distorted geometry, with properties calculated with ωB97M-V/def2-TZVPD.

Structure (ORCA input):
```
! RIJCOSX wB97M-V def2-TZVPD def2/J DEFGRID3
* xyz 1 1
C 0.51 -1.31 -0.74
C -0.45 -0.27 -2.83
C -0.38 0.83 3.70
C 0.28 -0.17 -1.54
N 0.67 1.01 -1.21
S 0.00 0.43 2.03
H 1.67 -1.30 -0.70
H 0.25 -2.34 -1.10
H 0.15 -1.03 0.29
H 0.23 -0.31 -3.68
H -1.19 0.51 -3.02
H -1.08 -1.18 -2.76
H 0.48 1.44 3.95
H -0.32 -0.19 4.33
H -1.31 1.37 3.70
H 0.36 1.81 -1.72
H -1.04 -0.38 1.65
H 1.18 1.06 -0.36
*
```

Properties
relative energy (zero: lowest compared OMol25 entry of this formula, charge and spin)	1.1158	eV
electronic energy	-612.2637	a.u.
HOMO level	-0.467	Ha

Record 5
Below is a molecular structure, C28H25AuN4O4S, with properties calculated with ωB97M-V/def2-TZVPD.

Structure (ORCA input):
```
! RIJCOSX wB97M-V def2-TZVPD def2/J DEFGRID3
* xyz 0 1
Au -0.33 0.41 0.51
O 6.75 2.35 -0.13
C 6.39 1.06 -0.57
C 4.89 0.94 -0.60
C 4.28 -0.16 -1.19
C 2.91 -0.27 -1.16
N 2.12 0.66 -0.61
C 2.69 1.72 -0.07
C 4.07 1.90 -0.03
C 1.77 2.75 0.51
C 2.16 4.07 0.59
C 1.30 5.02 1.14
C 1.72 6.47 1.21
O 2.38 6.90 0.03
C 0.08 4.59 1.61
C -0.26 3.25 1.50
N 0.56 2.35 0.95
H 7.71 2.43 -0.14
H 6.78 0.30 0.11
H 6.78 0.85 -1.57
H 4.88 -0.94 -1.65
H 2.40 -1.12 -1.60
H 4.51 2.76 0.45
H 3.11 4.39 0.18
H 2.45 6.60 2.01
H 0.86 7.09 1.44
H 1.75 6.89 -0.70
H -0.63 5.27 2.05
H -1.22 2.88 1.81
C -3.77 2.17 -5.96
C -3.74 1.94 -4.47
C -4.86 1.44 -3.81
C -4.85 1.25 -2.43
C -3.71 1.56 -1.71
C -2.59 2.06 -2.35
C -2.61 2.24 -3.72
S -3.63 1.22 0.04
O -4.98 0.91 0.46
O -2.97 2.37 0.63
N -2.64 0.01 0.16
C -2.96 -1.29 -0.12
C -4.19 -1.79 -0.54
C -4.38 -3.16 -0.79
C -3.38 -4.07 -0.65
C -2.10 -3.61 -0.23
C -1.01 -4.49 -0.06
C 0.21 -4.01 0.32
C 0.33 -2.63 0.54
N -0.67 -1.79 0.39
C -1.89 -2.24 0.02
H -4.49 1.51 -6.45
H -2.79 1.98 -6.41
H -4.05 3.20 -6.19
H -5.75 1.20 -4.37
H -5.73 0.89 -1.92
H -1.70 2.30 -1.78
H -1.73 2.63 -4.22
H -5.02 -1.11 -0.63
H -5.36 -3.48 -1.11
H -3.53 -5.12 -0.84
H -1.16 -5.55 -0.25
H 1.06 -4.66 0.46
H 1.28 -2.20 0.83
*
```

Properties
relative energy (zero: lowest compared OMol25 entry of this formula, charge and spin)	0.0000	eV
electronic energy	-2135.8583	a.u.
HOMO level	-0.261	Ha

Record 6
Below is 2 unconnected molecules or ions with the total composition C3H5N2 at a distorted geometry, with properties calculated with ωB97M-V/def2-TZVPD.

Structure (ORCA input):
```
! RIJCOSX wB97M-V def2-TZVPD def2/J DEFGRID3
* xyz 1 1
C 0.90 -0.63 1.27
C 0.56 -0.55 -0.06
C -0.22 0.56 -0.58
N -1.27 2.34 0.61
N -0.76 1.55 0.01
H 1.28 -1.58 1.68
H 0.58 0.09 1.91
H 1.05 -1.08 -0.81
H -1.32 -0.76 -2.46
H -0.78 0.05 -1.56
*
```

Properties
relative energy (zero: lowest compared OMol25 entry of this formula, charge and spin)	8.1701	eV
electronic energy	-226.2921	a.u.
HOMO level (spin up / spin down)	-0.550 / -0.571	Ha

Record 7
Below is CH3N3O2S in the gas phase at a distorted geometry, with properties calculated with ωB97M-V/def2-TZVPD.

Structure (ORCA input):
```
! RIJCOSX wB97M-V def2-TZVPD def2/J DEFGRID3
* xyz 0 1
C 1.16 0.29 -0.04
N 0.35 1.31 -0.80
N -0.82 1.29 -0.61
N 0.34 -0.56 0.65
O -1.63 -1.28 -1.08
O -2.14 -0.12 1.43
S -1.34 -0.16 0.24
H 1.94 -0.12 -0.87
H 1.76 0.84 0.58
H 0.38 -1.50 0.49
*
```

Properties
relative energy (zero: lowest compared OMol25 entry of this formula, charge and spin)	4.2691	eV
electronic energy	-752.6743	a.u.
HOMO level	-0.383	Ha